C3H3N2S | wB97M-V/def2-TZVPD

Last columns: bonded neighbours and bond lengths (Å).
CARTESIAN COORDINATES (ANGSTROEM)
1 C 0.63197 1.40399 -0.03753  C3 1.516, N4 1.326, H7 1.037
2 C -0.97680 -0.06704 -0.05527  N4 1.276, N5 1.636, H8 1.047
3 C 1.35654 0.07284 -0.02875  C1 1.516, N5 1.298, S6 1.718
4 N -0.66919 1.16646 0.05437  C1 1.326, C2 1.276
5 N 0.45420 -0.86045 -0.03146  C2 1.636, C3 1.298, H9 1.022
6 S 3.07021 -0.02456 0.04526  C3 1.718
7 H 1.19893 2.26880 -0.10909  C1 1.037
8 H -1.80502 -0.70798 -0.07745  C2 1.047
9 H 0.64454 -1.82625 0.24457  N5 1.022

Results
- Molar mass: 99.138 Da
- Energy relative to the best compared isomer or geometry (same formula, charge and spin): 44.3 kcal/mol
- Charge: +1
- E_LUMO (spin up / spin down): -8.63 / -8.63 eV
- Structure (SMILES): S=C1C=NC=[NH+]1
- Orbital gap (spin up / spin down): 6.163 / 6.122 eV